Entry 1:
Formula: C14H24NO2PPd
Source: the OMol25 dataset
Level of theory: ωB97M-V/def2-TZVPD

The expectation value of S² is 2.008. Its HOMO-LUMO gap (alpha / beta) is 6.9 / 7.2 eV. For the LUMO energy (alpha / beta), the calculation gives 0.66 / -0.50 eV. As for the max |F|: 3.24 eV Å⁻¹. As for the highest occupied orbital energy (alpha / beta): -6.19 / -7.71 eV. The total energy comes out at -33256.690 eV.

Geometry as ORCA input:
```
! wB97M-V def2-TZVPD RIJCOSX def2/J DEFGRID3
* xyz 0 3
C 0.376 3.078 -1.944
C -0.881 2.753 -1.451
C -1.054 1.718 -0.514
C 0.069 1.022 -0.086
C 1.347 1.391 -0.496
C 1.497 2.412 -1.444
C -2.485 1.361 -0.166
C -2.812 -0.070 0.258
N -1.913 -1.106 -0.366
Pd -0.077 -0.550 1.287
C 2.562 0.712 0.095
P 2.082 -0.939 0.689
H -1.771 3.278 -1.792
H 2.502 2.672 -1.785
H 0.475 3.849 -2.708
H 2.930 1.251 0.984
H 3.381 0.607 -0.627
H -2.827 2.011 0.654
H -3.114 1.605 -1.029
H -2.666 -0.160 1.354
C 3.264 -1.293 2.010
C 2.297 -2.023 -0.741
H -3.872 -0.313 0.054
C -1.482 -0.906 -1.780
C -2.560 -2.471 -0.278
H 0.078 -2.154 0.914
H -2.121 -1.479 -2.457
H -1.554 0.138 -2.077
H -0.451 -1.254 -1.872
H -2.906 -2.787 -1.273
H -1.858 -3.233 0.090
H -3.438 -2.435 0.374
H 3.356 -2.301 -0.797
H 1.677 -2.916 -0.584
H 1.979 -1.509 -1.658
H 4.283 -1.304 1.594
H 3.155 -0.518 2.786
H 3.008 -2.278 2.432
H -0.388 -1.761 0.170
O -1.107 1.075 2.556
C -0.021 1.488 3.070
O 1.098 0.959 2.818
H -0.056 2.379 3.740
*
```

Results of the Löwdin charge analysis, in e, for atoms 1 through 2: -0.085, -0.059

---

Entry 2:
Formula: C28H27N4O4STl
Source: the OMol25 dataset
Level of theory: ωB97M-V/def2-TZVPD

The value obtained for the energy above the lowest of the compared OMol25 structures with the same formula, charge and spin is 0.252 eV. Its HOMO-LUMO gap is 8.1 eV. For the LUMO energy, the calculation gives 0.07 eV. As for the max |F|: 4.30 eV Å⁻¹. As for the highest occupied orbital energy: -8.00 eV. The total energy comes out at -59152.846 eV.

Geometry as ORCA input:
```
! wB97M-V def2-TZVPD RIJCOSX def2/J DEFGRID3
* xyz 0 1
Tl -0.975 2.187 -2.017
C 3.396 0.392 -0.839
C 3.797 0.749 0.445
C 3.039 1.717 1.127
C 1.884 2.198 0.556
N 1.478 1.895 -0.705
C 2.280 1.043 -1.388
C 0.940 3.131 1.276
C 1.315 3.950 2.309
C 0.461 4.955 2.719
C -0.852 4.931 2.280
C -1.203 3.987 1.309
N -0.326 3.125 0.795
H 3.939 -0.323 -1.441
H 4.627 0.319 0.950
H 3.405 1.989 2.088
H 1.962 0.690 -2.363
H 2.323 3.828 2.689
H 0.768 5.761 3.401
H -1.537 5.711 2.554
H -2.154 3.856 0.938
C -3.255 -2.350 2.106
N -2.936 -1.551 0.888
N -2.640 -0.196 1.111
C -3.126 0.595 0.141
O -2.817 1.783 -0.084
C -3.895 -0.318 -0.719
C -3.713 -1.565 -0.242
C -4.254 -2.899 -0.768
C -1.571 0.022 1.969
C -1.619 1.104 2.869
C -0.572 1.396 3.730
C 0.521 0.539 3.815
C 0.514 -0.569 2.935
C -0.487 -0.792 1.985
H -2.544 -2.066 2.883
H -3.187 -3.367 1.702
H -4.306 -2.188 2.422
H -4.559 -0.067 -1.552
H -3.782 -3.355 -1.627
H -5.259 -2.617 -1.098
H -4.361 -3.653 0.109
H -2.479 1.756 2.794
H -0.659 2.258 4.264
H 1.345 0.681 4.464
H 1.363 -1.242 2.952
H -0.469 -1.654 1.282
C 4.464 -2.531 -3.685
C 3.024 -2.334 -3.410
C 2.247 -1.630 -4.297
C 0.953 -1.237 -3.983
C 0.385 -1.721 -2.792
C 1.146 -2.480 -1.912
C 2.432 -2.837 -2.239
S -1.176 -1.250 -2.288
O -1.713 -2.582 -1.865
O -1.844 -0.658 -3.449
O -0.942 -0.243 -1.280
H 4.511 -3.623 -3.873
H 4.981 -2.272 -2.771
H 4.808 -1.935 -4.532
H 2.687 -1.315 -5.239
H 0.323 -0.694 -4.715
H 0.722 -3.031 -1.068
H 3.169 -3.401 -1.620
*
```

Results of the Löwdin charge analysis, in e, for atoms 1 through 2: 0.968, -0.034